# 1
{
  "formula": "C5H8O2",
  "method": "ωB97M-V/def2-TZVPD",
  "charge": 0,
  "homo_ev": -8.30,
  "elements": ["C", "C", "O", "C", "C", "O", "C", "H", "H", "H", "H", "H", "H", "H", "H"],
  "positions_angstrom": [[1.069, -0.798, 1.596], [1.131, 0.935, 0.023], [0.957, 0.602, -1.226], [-0.292, 0.044, -1.727], [-1.391, 0.353, -0.742], [-1.063, -0.266, 0.483], [0.154, 0.289, 0.992], [1.000, -1.703, 0.992], [0.856, -1.032, 2.647], [2.110, -0.454, 1.526], [-0.180, -1.037, -1.864], [-0.420, 0.538, -2.692], [-1.490, 1.447, -0.626], [-2.352, -0.033, -1.095], [-0.097, 1.022, 1.768]],
  "forces_ev_per_angstrom": [[0.2, -0.1, 0.0], [-0.1, -0.3, -0.2], [0.1, 0.4, 0.2], [-0.2, 0.0, -0.1], [0.0, 0.1, -0.2], [0.1, -0.1, 0.0], [0.2, 0.2, 0.1], [-0.1, 0.0, 0.1], [-0.2, 0.1, -0.3], [-0.3, -0.1, 0.2], [0.1, 0.2, 0.0], [-0.1, -0.1, 0.1], [0.0, -0.2, 0.0], [0.2, 0.0, 0.2], [0.1, 0.0, -0.1]]
}


# 2
{
  "formula": "C5H8O2",
  "method": "ωB97M-V/def2-TZVPD",
  "charge": 0,
  "homo_ev": -9.27,
  "elements": ["C", "C", "C", "C", "O", "C", "O", "H", "H", "H", "H", "H", "H", "H", "H"],
  "positions_angstrom": [[-1.135, 0.281, 0.416], [-0.895, -0.637, -0.802], [0.483, -1.145, -0.358], [0.716, 0.057, 0.555], [1.074, -0.019, 1.832], [1.197, 1.323, -0.167], [1.404, 1.384, -1.352], [-0.185, 0.288, 1.475], [-1.735, -0.215, 1.196], [-1.500, 1.293, 0.226], [-0.815, -0.050, -1.721], [-1.659, -1.404, -0.950], [0.423, -2.046, 0.258], [1.237, -1.273, -1.138], [1.391, 2.165, 0.529]],
  "forces_ev_per_angstrom": [[-0.3, 0.1, -0.1], [-0.1, -0.1, -0.1], [0.1, -0.1, 0.0], [0.2, -0.1, -0.4], [-0.1, 0.0, 0.0], [0.2, 0.1, -0.4], [-0.1, 0.0, 0.5], [0.0, 0.0, 0.1], [0.1, 0.1, -0.1], [0.0, -0.2, 0.1], [0.0, -0.1, 0.2], [0.1, 0.1, 0.1], [0.0, 0.1, -0.1], [-0.1, 0.1, 0.1], [-0.1, -0.1, -0.1]]
}


# 3
{
  "formula": "C5H8O2",
  "method": "ωB97M-V/def2-TZVPD",
  "charge": 0,
  "homo_ev": -7.95,
  "elements": ["C", "C", "O", "C", "O", "C", "C", "H", "H", "H", "H", "H", "H", "H", "H"],
  "positions_angstrom": [[1.119, 0.710, 1.234], [0.289, 0.398, 0.010], [0.533, 1.286, -1.060], [0.225, -1.066, -0.508], [0.352, -1.230, -1.871], [-1.022, -0.198, 0.125], [-2.267, -0.625, 0.297], [2.167, 0.845, 0.951], [1.043, -0.099, 1.966], [0.763, 1.632, 1.705], [-0.240, 1.854, -1.163], [-1.175, -1.432, -0.226], [0.770, -1.801, 0.086], [0.470, -0.334, -2.233], [-3.027, 0.061, 0.687]],
  "forces_ev_per_angstrom": [[0.0, 0.0, 0.0], [0.0, -0.1, 0.2], [-0.2, 0.2, 0.0], [0.3, -0.2, 0.1], [0.0, 0.2, -0.1], [-0.4, 0.0, 0.1], [0.0, 0.3, 0.1], [-0.1, 0.0, 0.0], [0.0, 0.1, -0.1], [0.1, -0.1, -0.1], [0.1, -0.1, 0.0], [0.1, -0.2, 0.0], [-0.1, 0.1, -0.1], [0.0, -0.2, 0.0], [0.1, -0.1, 0.0]]
}


# 4
{
  "formula": "C5H8O2",
  "method": "ωB97M-V/def2-TZVPD",
  "charge": 0,
  "homo_ev": -7.62,
  "elements": ["O", "C", "C", "C", "C", "C", "O", "H", "H", "H", "H", "H", "H", "H", "H"],
  "positions_angstrom": [[-1.139, -0.851, 1.396], [-1.586, -1.734, 0.635], [-0.854, -2.530, -0.255], [0.788, 1.496, 1.249], [0.988, 1.981, 0.029], [0.765, 1.036, -1.215], [1.888, 0.989, -1.868], [-2.664, -1.936, 0.707], [0.174, -2.337, -0.531], [-1.375, -3.275, -0.839], [0.521, 2.289, 1.945], [0.920, 0.453, 1.486], [0.515, 0.063, -0.719], [1.217, 2.990, -0.286], [-0.158, 1.366, -1.733]],
  "forces_ev_per_angstrom": [[0.7, 0.3, -0.3], [-0.1, -0.4, 0.2], [-0.2, 0.2, -0.2], [0.5, 1.2, -0.5], [-0.2, -0.6, -0.8], [-0.8, -1.2, 0.3], [0.3, 0.4, 0.1], [-0.1, 0.0, -0.3], [0.0, 0.1, 0.2], [0.0, -0.1, 0.1], [0.3, -0.5, 0.6], [-0.6, -0.1, 0.2], [0.1, 0.3, 0.1], [-0.2, 0.1, 0.2], [0.4, 0.3, -0.1]]
}